Entry 1:
C4H4AgO | wB97M-V/def2-TZVPD

Values from the calculation:
DFT total energy: -10250.39967 eV
Multiplicity: 2
LUMO (alpha / beta): -1.516 / -1.494 eV
Frontier orbital gap (alpha / beta): 6.32 / 6.72 eV
Expectation value of S²: 0.76
Highest occupied orbital energy (alpha / beta): -7.835 / -8.214 eV

CARTESIAN COORDINATES (ANGSTROEM)
O  -1.003  -0.341  1.604
C  -0.341  0.692  1.103
C  0.096  0.486  -0.288
C  0.956  -0.521  -1.146
C  -0.339  0.085  -1.520
H  0.920  0.999  0.967
H  -0.784  1.699  1.248
H  1.038  -1.555  -0.790
H  1.901  -0.123  -1.540
Ag  -2.442  -1.421  0.363

Atoms 1-2, force components in eV/Å:
O 0.4395 -0.5181 0.9875
C 1.2654 1.4052 -2.7826

Entry 2:
C4H4AgO | wB97M-V/def2-TZVPD

Values from the calculation:
DFT total energy: -10234.37894 eV
Multiplicity: 2
LUMO (alpha / beta): -11.148 / -11.585 eV
Frontier orbital gap (alpha / beta): 8.78 / 8.16 eV
Charge: +2
Expectation value of S²: 0.76
Highest occupied orbital energy (alpha / beta): -19.928 / -19.746 eV

CARTESIAN COORDINATES (ANGSTROEM)
H  -1.010  -1.270  0.014
C  0.864  0.435  -2.595
C  0.738  0.259  -1.388
C  0.580  0.030  -0.056
C  -0.738  -0.293  0.536
O  -0.802  -0.431  1.855
H  0.985  0.573  -3.662
H  1.440  0.175  0.613
H  -1.539  0.394  0.162
Ag  -0.519  0.128  4.521

Atoms 1-2, force components in eV/Å:
H -0.2999 0.4502 0.4696
C -0.0056 -0.1448 0.4500

Entry 3:
C4H4AgO5 | wB97M-V/def2-TZVPD

Values from the calculation:
DFT total energy: -18442.89350 eV
Multiplicity: 2
LUMO (alpha / beta): 0.052 / -3.869 eV
Frontier orbital gap (alpha / beta): 9.62 / 5.25 eV
Expectation value of S²: 0.76
Highest occupied orbital energy (alpha / beta): -9.563 / -9.115 eV

CARTESIAN COORDINATES (ANGSTROEM)
O  0.967  -0.344  -2.840
C  -0.208  -0.959  -2.692
C  1.349  0.227  -1.564
O  -0.698  -1.681  -3.525
O  -0.738  -0.708  -1.502
C  0.020  0.375  -0.847
H  1.859  1.181  -1.739
H  2.045  -0.482  -1.093
H  -0.455  1.302  -1.214
O  1.113  0.698  3.044
C  -0.007  0.659  3.794
O  -1.020  0.835  3.074
H  1.147  1.479  4.026
Ag  -0.023  0.371  1.318

Atoms 1-2, force components in eV/Å:
O 0.5539 0.5896 0.3876
C -0.2405 -1.7860 -1.9884

Entry 4:
C4H4BO3S | wB97M-V/def2-TZVPD

Values from the calculation:
DFT total energy: -21864.97285 eV
Multiplicity: 3
LUMO (alpha / beta): 3.559 / 3.282 eV
Frontier orbital gap (alpha / beta): 4.81 / 7.24 eV
Charge: -1
Expectation value of S²: 2.01
Highest occupied orbital energy (alpha / beta): -1.248 / -3.956 eV

CARTESIAN COORDINATES (ANGSTROEM)
B  1.192  -0.161  -0.380
C  -1.343  -0.636  0.181
C  -1.713  0.587  0.810
C  -0.047  2.409  0.974
C  -0.129  -0.986  -0.341
O  -0.959  1.634  0.930
O  2.190  -0.589  -1.209
O  1.467  0.962  0.387
S  0.039  -2.526  -1.153
H  -2.155  -1.349  0.120
H  -2.735  0.740  1.135
H  1.873  -1.422  -1.613
H  2.319  1.336  0.160

Atoms 1-2, force components in eV/Å:
B -0.1838 -0.4467 -0.1015
C -2.3459 3.2026 2.1196

Entry 5:
C4H4Br12 | wB97M-V/def2-TZVPD

Values from the calculation:
DFT total energy: -844720.42805 eV
LUMO: -0.828 eV
Frontier orbital gap: 9.09 eV
Highest occupied orbital energy: -9.916 eV

CARTESIAN COORDINATES (ANGSTROEM)
C  -0.121  -0.576  -2.280
Br  0.192  1.325  -2.420
Br  0.098  -1.378  -4.070
Br  -1.861  -0.947  -1.516
H  0.619  -0.993  -1.597
C  -3.470  1.787  0.205
Br  -2.516  1.078  1.900
Br  -3.019  3.675  -0.053
Br  -5.419  1.586  0.636
H  -3.257  1.090  -0.605
C  2.574  -3.314  0.880
Br  3.417  -1.492  1.112
Br  1.343  -3.427  -0.615
Br  1.853  -3.993  2.671
H  3.286  -4.078  0.569
C  1.157  1.832  0.893
Br  0.956  0.756  2.531
Br  3.100  2.094  0.570
Br  0.464  3.669  1.075
H  0.603  1.305  0.116

Atoms 1-2, force components in eV/Å:
C -0.0237 0.0427 -0.5717
Br -0.0974 -0.1008 -0.0423

Entry 6:
C4H4Br4Cl2 | wB97M-V/def2-TZVPD

Values from the calculation:
DFT total energy: -309423.80330 eV
LUMO (alpha / beta): -2.586 / -1.670 eV
Frontier orbital gap (alpha / beta): 6.23 / 8.14 eV
Highest occupied orbital energy (alpha / beta): -8.813 / -9.809 eV

CARTESIAN COORDINATES (ANGSTROEM)
C  1.843  0.473  0.172
C  0.891  -0.472  -0.480
C  0.079  -1.301  0.106
C  -1.908  1.423  -0.098
Cl  0.040  -1.602  1.856
Cl  -3.253  0.481  -0.093
Br  3.723  -0.171  -0.106
Br  -3.181  -2.101  -0.381
Br  -0.963  1.958  -1.537
Br  -1.145  1.679  1.593
H  1.897  1.497  -0.199
H  1.938  0.488  1.305
H  0.650  -0.543  -1.573
H  -0.611  -1.808  -0.566

Atoms 1-2, force components in eV/Å:
C 1.6696 -0.3520 1.1355
C 0.2736 1.1107 -0.8877